This record from the OMol25 dataset describes a 4-piece molecular cluster, C6H18O4 overall at a distorted geometry. The level of theory is ωB97M-V/def2-TZVPD.

Positions of all 28 atoms, in Å:
C1 -0.884 0.061 3.074
C2 -1.266 1.025 1.932
C3 -0.003 1.461 1.196
C4 0.209 0.801 -0.128
C5 -0.359 1.215 -1.279
C6 0.173 0.675 -2.538
O1 1.607 0.721 -2.514
H1 0.196 -0.004 3.307
H2 -1.551 0.131 3.935
H3 -1.069 -1.043 2.914
H4 -1.713 1.921 2.441
H5 -1.998 0.437 1.379
H6 -0.062 2.581 1.253
H7 0.894 1.382 1.855
H8 0.966 -0.015 -0.135
H9 -1.235 1.887 -1.292
H10 -0.047 -0.413 -2.719
H11 -0.120 1.203 -3.477
H12 1.973 1.617 -2.773
O2 0.429 -2.510 -0.128
H13 0.517 -3.180 -0.791
H14 -0.508 -2.300 -0.152
O3 -2.037 -1.272 -0.256
H15 -1.782 -0.560 -0.850
H16 -1.882 -0.871 0.647
O4 3.544 -1.918 -1.595
H17 2.580 -2.075 -1.555
H18 3.426 -0.957 -1.751

Output
HOMO level = -9.5864 eV
energy above the lowest of the compared OMol25 structures with the same formula, charge and spin = 126.47 kJ/mol
SMILES = CCC/C=C/CO.O.O.O
total energy = -540.28170 Ha
frontier orbital gap = 10.137 eV
charge = 0